[1]
# C8H10ClNOS

2 unconnected molecules or ions with the total composition C8H10ClNOS (the ωB97M-V functional and the def2-TZVPD basis, the OMol25 dataset).

XYZ file:
```
22
Properties=species:S:1:pos:R:3:forces:R:3
C 1.80862 0.54673 1.24620 1.28 -0.89 0.05
C 3.25203 0.51388 1.31654 -3.89 -0.54 -2.78
C 1.83033 -0.05363 -1.15442 1.82 1.37 3.01
C 1.21398 0.36504 0.02636 -1.67 -0.45 -0.60
C 3.84158 0.15069 0.13326 -0.26 -0.09 -1.20
C -3.11194 -1.83736 0.03985 -0.76 1.59 -1.95
C -2.36815 1.34175 -0.96692 0.73 -2.95 0.17
C -1.53932 0.56773 0.02319 1.08 -1.95 0.16
N 3.16135 -0.16037 -0.96894 0.79 -0.03 -1.07
O -0.93442 -1.82793 1.21461 2.23 0.14 2.56
S -1.58586 -1.20273 0.13082 -1.78 -1.22 -2.63
Cl 5.61526 0.17415 -0.00462 -0.83 -0.18 0.08
H 1.22816 0.47496 2.16702 0.04 0.74 -0.22
H 3.70985 0.81826 2.15858 1.80 0.60 2.71
H 1.42706 -0.11807 -2.14584 -0.19 -0.37 -0.14
H -3.73530 -1.99337 0.89973 0.62 -0.18 0.81
H -3.71292 -1.26720 -0.69220 0.29 -0.41 -0.11
H -3.32106 1.50253 -0.53783 -0.96 0.82 0.61
H -1.76821 2.20126 -1.11175 -0.05 1.14 -1.05
H -2.60231 0.63816 -1.79715 0.64 1.10 -0.20
H -1.54959 0.83527 1.04871 0.06 0.69 0.98
H -0.85916 -1.66974 -1.02520 -0.99 1.07 0.78
```
Positions in Å, forces in eV/Å.

## Properties
Energy relative to the best compared isomer or geometry (same formula, charge and spin) (kJ/mol): 631.1
E_HOMO (alpha / beta) (eV): -7.8956 / -8.0910
Frontier orbital gap (alpha / beta) (eV): 6.85 / 7.39

Results of the Mulliken charge analysis, in e, for atoms 1 through 4: number 1, C, carries -0.21; number 2, C, carries -0.52; number 3, C, carries -0.47; number 4, C, carries 0.30


[2]
# C8H10ClNOSi

C8H10ClNOSi in the gas phase (the ωB97M-V functional and the def2-TZVPD basis, the OMol25 dataset).

XYZ file:
```
22
Properties=species:S:1:pos:R:3:forces:R:3
Cl -1.54002 1.58436 2.83350 0.44 -0.74 1.35
Si -1.38364 2.07887 0.92926 -0.64 -1.78 -3.92
N -1.20019 1.05764 -0.31426 -0.29 2.57 2.62
C -1.37511 0.32543 -1.51981 1.01 -0.57 -0.46
C -0.15431 -0.38160 -2.25945 -3.51 1.85 -2.99
O 0.14656 -1.54649 -1.65581 1.98 -1.29 2.14
C 0.89723 -1.37511 -0.44451 -1.79 -2.40 -1.25
C 0.54685 -2.34478 0.50424 1.08 2.48 0.12
C 1.05269 -2.27495 1.78662 -1.07 -0.34 -4.04
C 1.95880 -1.31832 2.01796 1.12 -1.19 4.69
C 2.35301 -0.44688 1.11936 0.42 2.16 -1.98
C 1.83202 -0.46692 -0.20704 3.05 4.50 -1.24
H -2.03845 3.40877 1.04817 0.51 -0.03 -0.63
H -2.08956 0.70533 -2.25733 0.47 0.97 -0.01
H -1.85399 -0.58530 -1.26197 -0.82 -1.05 0.63
H -0.67406 -0.60291 -3.30580 1.20 -0.01 1.98
H 0.70831 0.18158 -2.52832 0.63 0.91 0.11
H -0.25227 -2.79522 0.05624 -2.09 -2.51 0.06
H 0.77709 -2.96087 2.45523 -1.07 -2.45 2.78
H 2.41336 -1.27409 3.05664 -0.64 0.10 -1.30
H 2.91913 0.25758 1.69719 0.94 1.15 -1.45
H 2.16661 0.35440 -1.08100 -0.92 -2.31 2.79
```
Positions in Å, forces in eV/Å.

## Properties
SMILES: Cl/[SiH]=N/CCOc1ccccc1
Energy relative to the best compared isomer or geometry (same formula, charge and spin) (kJ/mol): 337.0
E_HOMO (eV): -8.5174
Frontier orbital gap (eV): 8.18

Results of the Mulliken charge analysis, in e, for atoms 1 through 4: number 1, Cl, carries -0.16; number 2, Si, carries 0.14; number 3, N, carries -0.07; number 4, C, carries -0.65


[3]
# C8H10F2O

2 unconnected molecules or ions with the total composition C8H10F2O (the ωB97M-V functional and the def2-TZVPD basis, the OMol25 dataset).

XYZ file:
```
21
Properties=species:S:1:pos:R:3:forces:R:3
O 1.37332 -1.49560 1.49333 0.00 0.76 0.96
C 0.42484 -0.78129 0.80568 -0.11 0.02 -0.16
C 0.07854 -1.24221 -0.46486 0.06 -0.17 -0.14
C -0.87856 -0.55736 -1.20956 0.01 -0.08 -0.10
C -1.49396 0.58547 -0.69606 -0.17 0.14 -0.10
C -1.14328 1.04044 0.57392 -0.04 0.08 0.02
C -0.18556 0.36043 1.32657 0.06 0.07 0.16
H 1.51785 -1.05945 2.36798 -0.13 -0.54 -0.96
H 0.57109 -2.14246 -0.85543 -0.25 0.45 0.20
H -1.14684 -0.92502 -2.20879 0.13 0.18 0.49
H -2.24797 1.12192 -1.28708 0.39 -0.28 0.30
H -1.61891 1.93794 0.99088 0.24 -0.44 -0.20
H 0.08956 0.72014 2.32683 -0.11 -0.15 -0.40
F 3.77736 3.12115 2.67027 0.02 -0.10 -0.02
C 4.10861 1.85947 2.19833 -0.06 -0.16 -0.63
C 4.52586 0.96311 3.32552 0.74 -0.16 0.05
F 3.43701 0.63038 4.11797 -0.06 -0.04 -0.03
H 3.23341 1.44570 1.66143 0.30 0.19 0.31
H 4.93436 1.96088 1.46805 -0.27 0.00 0.39
H 4.96967 0.03122 2.92543 -0.30 0.35 0.11
H 5.28713 1.45141 3.96387 -0.44 -0.13 -0.24
```
Positions in Å, forces in eV/Å.

## Properties
SMILES: Oc1ccccc1.FCCF
Energy relative to the best compared isomer or geometry (same formula, charge and spin) (kJ/mol): 0.0
E_HOMO (eV): -8.6823
Frontier orbital gap (eV): 9.50

Results of the Mulliken charge analysis, in e, for atoms 1 through 4: number 1, O, carries -0.56; number 2, C, carries 0.68; number 3, C, carries -0.48; number 4, C, carries -0.31


[4]
# C8H10F3NO5

C8H10F3NO5 in the gas phase (the ωB97M-V functional and the def2-TZVPD basis, the OMol25 dataset).

XYZ file:
```
27
Properties=species:S:1:pos:R:3:forces:R:3
N 3.74846 -0.76812 0.90391 0.35 0.59 -0.04
C 3.27834 -0.19159 -0.26642 0.20 0.04 -0.27
O 4.02226 0.13460 -1.16547 -0.11 -0.17 0.13
C 1.77938 -0.05809 -0.43743 -0.16 -0.04 0.22
C 0.90794 -0.65962 0.67088 -0.01 -0.03 0.31
C -0.36898 -1.23433 0.11699 0.11 -0.59 0.21
O -1.03710 -2.21922 0.97257 0.58 0.10 0.00
C -2.23619 -2.43597 0.38507 -0.11 0.06 -0.22
O -2.95448 -3.34575 0.60714 -0.23 -0.35 0.13
O -2.49435 -1.44637 -0.51643 -0.04 0.44 0.11
C -1.56934 -0.38323 -0.13867 -0.69 -0.02 -0.02
C -1.52852 0.77466 -1.09855 -0.40 -0.34 -0.25
O -2.54544 1.73886 -0.77057 0.11 0.27 0.22
C -2.12096 2.79079 -0.04394 0.18 -0.02 -0.06
F -1.51551 2.40922 1.11716 -0.24 0.17 -0.42
F -3.16357 3.55610 0.25008 0.37 -0.21 -0.07
F -1.20071 3.53506 -0.71013 -0.40 -0.25 0.30
H 4.75770 -0.68201 0.91591 0.04 -0.15 0.06
H 3.35864 -0.38013 1.75310 -0.25 -0.30 0.04
H 1.59023 1.00188 -0.58697 -0.05 0.15 -0.01
H 1.56596 -0.53773 -1.39131 0.02 -0.04 -0.13
H 1.45885 -1.48109 1.12177 -0.06 -0.16 0.08
H 0.71078 0.06598 1.45870 -0.08 0.07 0.09
H -0.12296 -1.83411 -0.76062 0.11 0.35 -0.42
H -1.98620 -0.03199 0.80424 0.45 0.35 0.25
H -0.55899 1.25620 -1.09440 0.20 0.01 -0.07
H -1.77524 0.42601 -2.09659 0.13 0.07 -0.16
```
Positions in Å, forces in eV/Å.

## Properties
SMILES: NC(=O)CC[C@H]1OC(=O)O[C@@H]1COC(F)(F)F
E_HOMO (eV): -10.4354
Frontier orbital gap (eV): 10.81

Results of the Mulliken charge analysis, in e, for atoms 1 through 4: number 1, N, carries -0.47; number 2, C, carries 0.14; number 3, O, carries -0.59; number 4, C, carries -0.22


[5]
# C8H10F8N4O4P

A gas-phase ion, C8H10F8N4O4P (charge +1) (the ωB97M-V functional and the def2-TZVPD basis, the OMol25 dataset).

XYZ file:
```
35
Properties=species:S:1:pos:R:3:forces:R:3
O -4.41978 -0.08398 1.89695 0.41 -0.08 -0.28
P -3.79290 1.17739 2.27103 -0.82 -0.56 0.18
O -3.99099 1.71813 3.72254 0.53 0.09 -0.27
O -4.17310 2.39981 1.35733 0.44 0.06 0.14
C -1.96666 1.00926 2.15349 0.10 0.15 -0.47
N -1.14265 1.05970 3.19545 0.39 -0.05 -0.17
N 0.08705 0.87811 2.74235 -0.20 -0.01 -0.05
N 0.01534 0.72361 1.46670 -0.50 0.22 0.17
N -1.24709 0.78895 1.04073 -0.27 0.26 0.86
C -1.64044 0.60351 -0.34931 0.25 -0.40 -0.67
C -1.24289 -0.77462 -0.83171 -0.19 -0.06 0.22
O 0.15343 -0.82614 -0.67669 0.20 -0.07 -0.13
C 0.75578 -1.97157 -1.22742 -0.20 -0.52 -0.14
C 2.16323 -2.14343 -0.68460 -0.43 -0.03 0.48
F 2.08733 -2.77610 0.52061 -0.01 0.12 -0.10
F 2.84527 -2.93834 -1.52461 0.06 0.13 0.07
C 2.99504 -0.86198 -0.38610 0.98 -0.77 -0.35
F 4.17748 -1.30705 0.08468 -0.28 0.18 -0.09
F 2.42404 -0.13552 0.61285 0.05 -0.04 0.04
C 3.33121 0.06336 -1.58096 -0.10 0.50 0.21
F 3.82855 -0.66396 -2.58891 -0.04 -0.04 0.04
F 4.28467 0.91842 -1.14757 -0.07 -0.07 0.05
C 2.21522 0.96285 -2.14629 0.27 0.01 -0.44
F 1.39623 0.26146 -2.95462 -0.16 -0.06 0.05
F 1.47515 1.51817 -1.15448 -0.08 0.21 0.13
H -3.39445 1.25672 4.33231 -0.16 0.15 0.44
H -4.54593 2.04767 0.54047 -0.39 0.23 -0.19
H 0.79762 0.53713 0.83266 0.15 -0.13 0.03
H -2.70566 0.73356 -0.45650 -0.28 0.10 0.32
H -1.13055 1.33393 -0.97010 0.07 0.26 0.12
H -1.71354 -1.57008 -0.24968 -0.13 -0.02 0.10
H -1.58217 -0.87313 -1.86358 0.21 -0.01 -0.21
H 0.77091 -1.95710 -2.31448 0.11 0.29 -0.16
H 0.20221 -2.86643 -0.94063 0.03 -0.17 0.14
H 2.68302 1.75770 -2.72191 0.05 0.12 -0.05
```
Positions in Å, forces in eV/Å.

## Properties
SMILES: O=P(O)(O)c1nn[nH][n+]1CCOCC(F)(F)C(F)(F)C(F)(F)C(F)F
Charge: +1
E_HOMO (eV): -15.0120
Frontier orbital gap (eV): 10.46

Results of the Mulliken charge analysis, in e, for atoms 1 through 4: number 1, O, carries -0.60; number 2, P, carries 0.74; number 3, O, carries -0.48; number 4, O, carries -0.47


[6]
# C8H10FN2

2 unconnected molecules or ions with the total composition C8H10FN2 (the ωB97M-V functional and the def2-TZVPD basis, the OMol25 dataset).

XYZ file:
```
21
Properties=species:S:1:pos:R:3:forces:R:3
C -0.58930 -1.46312 -0.03562 -1.71 0.24 0.49
C 0.75756 -1.52862 0.03453 0.12 -1.23 0.45
C 0.03691 0.54618 0.28066 1.11 0.20 -0.13
C 1.30015 2.70901 0.65973 -0.09 -4.11 -1.49
C -4.35378 0.56994 -0.65353 -0.49 3.53 -0.40
C 0.20399 1.95222 0.46906 -2.42 2.54 1.04
C -3.84024 -0.23025 0.16168 0.52 -3.25 1.02
C 1.64319 -2.75675 0.03284 -1.21 0.16 0.12
N -1.06239 -0.18268 0.12549 0.83 0.95 0.17
N 1.14378 -0.23511 0.20019 1.31 -1.38 0.23
F -3.67789 -1.27266 0.86033 0.07 2.24 -1.22
H -1.39412 -2.14614 0.02715 0.14 -1.47 -0.46
H 1.15423 3.72432 0.67155 0.28 2.25 0.45
H 2.27626 2.19480 0.49864 -0.56 1.04 0.46
H -5.23664 0.48597 -1.33758 0.71 -0.64 0.75
H -4.07217 1.69387 -0.55682 0.15 -1.91 -0.28
H -0.82018 2.46613 0.57578 1.63 -0.62 -0.31
H 2.47396 -2.62189 -0.58468 0.97 0.32 -2.07
H 2.27408 -2.98613 0.91326 -1.49 -0.12 0.49
H 0.96764 -3.54778 -0.38900 1.19 0.23 0.84
H 2.14754 -0.12451 0.40046 -1.05 1.05 -0.17
```
Positions in Å, forces in eV/Å.

## Properties
Energy relative to the best compared isomer or geometry (same formula, charge and spin) (kJ/mol): 510.3
Charge: +1
E_HOMO (alpha / beta) (eV): -11.4479 / -11.4477
Frontier orbital gap (alpha / beta) (eV): 4.53 / 4.53

Results of the Mulliken charge analysis, in e, for atoms 1 through 4: number 1, C, carries -0.31; number 2, C, carries 0.28; number 3, C, carries 0.25; number 4, C, carries -0.82


Listing F_max for the structures above in their given order: 4.81 5.58 1.22 0.69 1.30 4.37 eV Å⁻¹.